The following is a DFT calculation (ωB97M-V with the def2-TZVPD basis set) of C23H52Cl7MgN4NaO10 as an isolated structure.

Computed properties:
Orbital gap, eV: 4.01
Total charge: 0
LUMO, eV: -2.9

The geometry in XYZ format:
```
98
Properties=species:S:1:pos:R:3:mulliken_charge:R:1
H -3.22 3.28 2.71 0.3787
O 5.24 -1.90 0.56 -0.5539
H 3.70 8.00 1.39 0.2201
H 0.50 2.99 -3.30 0.3271
C 6.13 8.00 2.54 -0.9791
H 6.90 6.24 1.56 0.3442
C -4.31 -8.51 -0.93 -0.8791
H -7.55 -7.59 -1.06 0.2529
H 3.52 8.96 -0.91 0.3693
N -2.66 0.71 -0.92 -0.5267
H 2.83 3.23 -4.17 0.2451
H -0.86 0.62 -2.77 0.3343
C -2.81 2.70 0.65 -0.0784
N 4.30 -2.62 0.82 1.0056
C -2.69 -1.30 1.52 0.9701
O -2.44 -2.09 5.11 -0.5416
H 4.66 7.74 -1.52 0.3530
H -2.85 0.81 -1.91 0.4762
H 2.61 -3.06 -0.33 -0.0067
O 2.80 3.39 -5.14 -0.6421
C -0.63 1.22 -1.88 -0.6284
H -2.32 -0.38 3.92 0.1577
O -5.99 -6.34 -0.72 -0.5867
C 4.03 7.41 0.51 0.1659
O 3.82 -2.78 1.93 -0.5948
O 5.03 6.52 0.89 -0.4114
H 3.51 4.49 -0.64 0.1805
C -0.72 -0.57 -0.13 1.8622
C 6.27 7.09 1.32 -0.3987
C 4.37 8.33 -0.65 -1.1754
H 5.52 8.88 2.33 0.2378
H -6.18 -10.56 -0.54 0.3260
H 0.65 3.51 -1.61 0.2062
H -1.84 2.94 0.21 -0.0210
C 2.73 -0.13 0.95 -1.3220
H -3.89 -7.83 -1.67 0.2705
C -2.31 -2.20 2.72 -1.0243
H -3.17 1.56 2.49 0.1259
C 1.40 0.59 0.79 2.4646
C -1.84 -1.54 0.28 -2.9737
H -2.24 -1.60 -0.71 1.0774
H -0.45 0.24 1.83 0.3671
Mg -2.79 -2.02 -2.23 1.0284
H 3.07 -0.42 -0.05 0.3456
H 4.17 -3.13 -1.21 0.2905
H -3.43 3.59 0.52 0.5506
C -3.52 1.57 -0.10 -1.2819
C 3.65 -3.37 -0.29 -0.3840
H 3.20 6.76 0.21 -0.0144
H 2.75 2.48 -5.45 0.3346
H 7.12 8.35 2.84 0.3893
Cl -0.05 -4.67 -1.20 -0.0219
H 3.73 -4.43 -0.05 0.3134
C -6.47 -7.44 -0.94 0.0650
C -6.39 -9.85 -1.34 -0.9134
H -6.02 -10.26 -2.28 0.3283
H -1.46 -2.83 2.45 0.2687
H -0.45 4.37 -2.72 0.2800
C -0.02 -1.38 -1.27 0.0646
H -7.47 -9.72 -1.41 0.3002
H -2.63 -0.26 1.82 -1.2279
N -5.76 -8.57 -1.07 0.1895
O -1.12 2.54 -2.09 -0.4075
C -2.69 2.49 2.18 -0.9389
Cl -1.91 -6.19 -2.66 -0.1389
Cl -1.25 -6.99 0.07 -0.1311
H -1.66 2.52 2.52 0.1765
H -4.26 2.01 -0.77 0.5738
H -0.84 -1.32 4.03 0.2768
O -0.88 -1.75 -2.20 -0.6483
H 1.37 1.06 -0.18 -1.5455
H 2.64 -1.04 1.53 0.2424
H -3.14 -2.84 2.98 0.5167
H -4.05 -8.13 0.05 0.2860
Cl 0.66 -7.34 -2.07 -0.1101
H 5.69 7.45 3.37 0.2921
N -1.27 0.73 -0.67 1.8067
H 3.49 0.53 1.37 0.4689
C -0.63 -6.32 -1.46 0.3006
C -1.93 -1.41 3.97 -0.3514
C -0.04 3.40 -2.45 -0.6697
Cl 2.84 1.51 -2.75 -0.7702
H 6.75 7.62 0.50 0.3221
Na 1.68 7.22 1.06 0.9521
O 2.89 3.75 -0.66 -0.3376
H -4.10 0.98 0.61 0.3468
C 0.15 -0.27 1.09 -2.1174
H -1.35 -2.51 0.42 0.7432
Cl -0.85 -4.47 -4.92 -0.6843
H 5.20 8.99 -0.40 0.3158
H -3.89 -9.50 -1.07 0.3734
H 0.50 -1.23 1.48 0.4700
O 1.14 -1.65 -1.25 -0.3848
Cl 1.37 2.00 1.97 -0.2805
H 3.45 2.96 -0.63 0.1901
H 0.45 1.25 -1.77 -0.2230
H -1.96 -1.79 5.88 0.3345
H -3.74 -1.49 1.29 0.4717
```

***

The following is a DFT calculation (ωB97M-V with the def2-TZVPD basis set) of C23H52GdO4P4 as an isolated structure.

Computed properties:
Spin multiplicity: 8
Orbital gap (alpha / beta), eV: 7.37 / 5.04
Total charge: +3
LUMO (alpha / beta), eV: -9.2 / -11.3

The geometry in XYZ format:
```
84
Properties=species:S:1:pos:R:3:lowdin_spin:R:1
C 1.10 -1.11 -4.83 0.0878
C -0.98 2.23 5.23 0.0000
H -2.95 2.08 -0.55 0.0001
O 0.04 -0.32 -2.90 0.2731
O -2.68 0.21 2.93 0.0060
C -1.02 2.39 -3.12 -0.0023
O -0.34 1.10 3.13 0.0029
H 1.67 3.04 -2.94 0.0002
C 0.97 -1.78 -6.04 0.0404
H -0.37 1.52 -5.08 0.0028
H -1.73 -2.38 1.27 0.0007
H 1.37 -2.10 3.63 0.0022
H -1.30 2.99 3.26 0.0000
H -1.30 -2.86 -3.03 0.0049
H -3.27 2.77 2.46 0.0000
H -0.70 3.14 -2.36 -0.0014
C -1.81 -3.03 -2.07 0.0218
C 2.89 0.06 2.93 0.0497
H 3.80 0.67 -1.77 0.0027
C -1.37 -1.40 -4.46 0.1387
P 2.12 -0.95 1.58 0.2416
H 4.61 2.23 -1.51 0.0010
H 0.33 -4.48 -1.87 0.0000
H -4.53 2.99 1.27 0.0000
C -1.49 -2.04 -5.70 0.0044
C -0.18 2.09 -4.13 0.0032
H 3.25 -0.60 3.74 0.0092
H -4.21 -1.19 3.47 0.0000
H 1.51 4.33 -1.68 0.0000
H 1.32 -3.89 -0.48 -0.0002
C 1.47 -2.38 2.57 0.0362
H -2.55 -1.84 3.36 0.0002
H -0.99 3.24 5.66 0.0000
P 2.31 2.22 -0.68 0.0168
H 2.59 2.59 1.71 0.0002
H -2.98 3.92 1.10 0.0000
H 0.40 2.85 3.75 0.0001
H -2.23 -1.19 -3.79 0.0013
H 3.72 0.64 2.49 -0.0001
H 1.37 -0.69 -1.02 0.3298
C -3.43 2.96 1.39 0.0002
C 2.65 3.23 0.81 0.0041
P -0.57 -2.43 -0.85 0.0589
H 4.39 -1.92 1.53 0.0020
C -0.08 -0.93 -4.07 0.1601
H 2.17 -3.24 2.48 0.0038
H 2.13 0.75 3.32 0.0012
H 2.01 -0.70 -4.37 0.0014
C 3.92 1.50 -1.06 0.0084
C -0.33 -2.15 -6.52 0.2675
H -2.46 -2.45 -6.07 -0.0024
C 2.15 3.50 -2.05 -0.0005
C 3.58 -1.71 0.81 0.0116
H 0.86 2.44 -4.06 0.0002
H 1.41 -3.07 -2.04 0.0029
H -0.45 -2.65 -7.49 0.0108
H 1.89 4.03 0.94 0.0000
C -3.05 -0.86 5.26 0.0001
O -1.60 1.33 0.79 -0.0098
C -1.43 -3.17 0.58 0.0198
H -0.76 -3.87 1.07 0.0013
H -3.59 0.91 0.70 0.0001
H 3.23 -2.64 0.34 0.0000
H -3.52 0.05 5.66 0.0000
H 1.85 -2.05 -6.65 -0.0006
H -2.32 -3.69 0.22 0.0012
C 0.74 -3.60 -1.36 0.0025
H -2.00 1.88 5.40 0.0000
C -0.58 2.38 3.80 0.0001
H 4.39 1.09 -0.16 0.0000
H 3.16 3.88 -2.31 0.0000
P -1.24 0.17 2.20 0.0109
H -0.29 1.62 5.84 0.0000
Gd -0.19 0.78 -1.11 5.1631
H -3.54 -1.74 5.67 0.0000
H -2.70 -2.37 -1.97 0.0003
H 3.63 3.72 0.79 0.0009
H -2.10 -4.10 -2.06 0.0036
C -3.18 -1.03 3.78 0.0002
H 0.47 -2.66 2.18 0.0021
H -2.02 1.93 -3.03 0.0000
C -2.97 1.79 0.52 -0.0005
H 3.96 -1.07 0.00 0.0007
H -2.01 -0.91 5.59 0.0000
```

***

The following is a DFT calculation (ωB97M-V with the def2-TZVPD basis set) of C23H52O7Si2 as an isolated structure.

Computed properties:
Orbital gap, eV: 9.49
Total charge: 0
LUMO, eV: 0.8

The geometry in XYZ format:
```
84
Properties=species:S:1:pos:R:3:mulliken_charge:R:1
C -2.69 3.09 -7.16 -0.5858
H -1.47 -1.31 1.87 0.3458
H -4.91 -5.63 5.68 0.2551
O -3.73 1.06 5.31 -0.4307
H -3.55 -6.68 3.15 0.2732
H 2.37 -0.40 2.35 0.4144
H -1.15 2.30 6.94 0.3481
H -1.61 4.77 -6.25 0.2925
O 2.64 2.74 -3.36 -0.3143
H 2.41 0.43 3.89 0.2672
C -1.81 3.71 -6.09 -0.5339
H 0.74 0.85 -0.46 -0.1597
H -1.76 1.38 4.79 -0.3087
H 3.92 4.28 -2.85 0.3444
H -5.35 -4.23 3.27 0.2675
H 5.48 -1.75 -1.00 0.2965
C 4.57 3.21 -4.63 -0.4954
H -2.49 3.55 -8.13 0.2656
Si 1.78 1.84 -0.10 0.7202
H -2.25 3.60 -5.09 0.3101
H -3.58 -6.80 5.60 0.3391
C -2.68 0.79 7.41 -0.5321
H -2.78 2.94 7.20 0.2703
C 0.32 -1.90 2.95 -0.2715
C 4.44 -2.70 -2.66 -0.5948
H 3.10 1.20 -0.06 -0.1506
C -2.57 1.89 5.32 0.1776
C -4.01 -5.92 5.12 -0.5410
H -4.17 -0.55 6.50 0.2190
H 5.32 -1.03 -3.73 0.3050
H 3.09 4.49 -5.55 0.3030
H 1.27 3.06 -4.88 0.2286
H -1.72 -2.66 3.01 0.0870
C 3.34 3.43 -5.51 -0.6341
H -3.05 -4.13 5.95 0.2865
O -0.57 3.00 -6.13 -0.2963
C -2.21 1.64 -7.16 -0.5797
O 1.48 2.43 1.44 -0.2625
H -4.08 -4.59 2.09 0.2616
H -0.26 0.98 -6.39 0.2570
H 3.94 -1.73 -4.58 0.3888
H 1.76 3.01 -0.98 -0.1871
H 3.59 0.49 -3.01 -0.5031
C -1.20 -1.72 2.84 -0.4847
C -4.37 -4.68 3.14 -0.4069
H 4.03 -2.64 -0.51 0.2698
C -3.95 0.51 6.60 -0.3858
H -0.18 1.96 -7.87 0.2723
C -0.72 1.82 -6.92 -0.3917
C 1.74 0.04 3.13 -0.4971
H 2.27 1.60 -5.03 0.0266
C 4.33 -1.49 -3.60 -0.6081
H -0.53 0.91 1.88 -0.0920
H 3.55 -3.33 -2.76 0.2637
H -2.00 -5.11 4.90 0.2475
O -3.42 -3.96 3.93 -0.3347
H 2.36 -0.79 -3.01 0.2015
H 4.51 2.64 -2.51 0.2832
H -3.75 3.20 -6.94 0.3351
C -3.03 -4.75 5.06 -0.4154
O 0.94 -0.94 3.79 -0.4230
H 0.27 2.23 3.73 -0.2033
H -2.43 1.10 -8.08 0.3484
H 5.00 2.22 -4.83 0.1642
C 3.97 3.25 -3.23 -0.4987
C -2.21 2.10 6.79 -0.5668
H 3.46 3.07 -6.53 0.3694
H -2.87 0.85 8.48 0.3492
H -4.82 1.00 7.06 0.2902
H -1.51 -1.00 3.58 -0.0463
H -2.79 2.82 4.80 0.2926
H -1.94 0.00 7.23 0.2434
C 3.42 -0.57 -2.81 0.4352
O 3.68 -0.83 -1.43 -0.3405
H -2.66 1.10 -6.32 0.2783
Si 0.67 1.48 2.52 0.3994
H 0.79 -1.92 1.96 0.1930
C 4.46 -2.02 -1.30 -0.5276
C -4.34 -6.12 3.64 -0.5645
H 0.52 -2.87 3.40 0.3997
H -5.29 -6.64 3.47 0.3391
H 5.35 3.95 -4.77 0.3868
H 5.32 -3.32 -2.84 0.3556
C 2.27 2.66 -4.74 -0.0999
```

***

no.,F_max (eV/A)
1,2.46
2,3.37
3,0.63